No. 1
40
Properties=species:S:1:pos:R:3:forces:R:3 method="wB97M-V/def2-TZVPD" smiles="S=C(N/N=C/c1ccccn1)N1C[C@H]2CC[C@H](CC2)C1" e_lumo_ev=-0.17 homo_lumo_gap_ev=8.12 e_above_lowest_ev=0.0000 molar_mass_g_mol=288.42 e_homo_ev=-8.287 multiplicity=1
H -0.61603 -4.27263 0.07607 -0.5 0.9 -0.3
C -0.74870 -2.13753 0.47163 2.1 1.7 -0.5
H -2.10667 -3.43570 -0.43703 -1.1 -0.4 0.3
N -1.29021 2.29048 0.68646 0.8 0.9 0.6
H -2.94227 2.95652 -0.36288 1.0 -2.4 0.2
C 0.86904 3.11767 2.45543 2.1 0.6 1.1
S -3.63107 1.11578 -2.23986 -0.3 -0.3 -1.0
H 1.39736 -2.35432 0.59977 2.8 -3.2 1.9
H -0.92844 -2.43987 1.52764 0.0 0.7 -0.5
H -0.09766 3.51151 2.77556 0.2 -0.6 -0.2
H 4.17760 3.12211 3.56780 -0.6 -0.3 -0.7
H -0.90230 -0.03152 -2.89190 0.9 2.0 -2.5
C 3.38719 2.50664 1.55922 -0.1 0.0 -0.6
H 1.77520 3.55092 4.40451 0.4 0.2 -1.0
C -1.19139 -0.78025 -2.27372 -2.1 -2.7 0.8
H -1.41890 -3.30405 -2.48892 0.2 -0.9 -0.2
C -2.38827 0.99513 -1.20259 0.0 1.9 2.4
C 1.08079 2.56306 1.19008 0.8 -0.1 0.4
C -0.06759 -1.82613 -2.16810 1.5 0.8 -0.5
H 0.12386 1.99065 -0.72373 0.6 -0.1 -0.6
H 0.95109 -0.74773 0.80612 0.2 1.1 0.8
N -1.47763 -0.06390 -1.05543 0.1 0.2 1.0
C -0.55526 -3.19361 -1.83134 -0.1 -1.3 0.0
N 2.33204 2.24373 0.71103 0.4 1.1 2.2
C -0.06176 2.27215 0.29399 -1.8 -0.5 -0.2
C 0.79707 -1.64212 0.27445 -4.7 0.7 -2.2
C 3.30013 2.96685 2.90952 -1.2 0.1 -0.9
H 0.21922 -4.00738 -1.94233 -0.7 1.0 -0.7
C -1.62348 -0.87749 0.16657 -0.7 0.2 2.2
H 0.42854 -1.80434 -3.17689 -0.7 -0.3 0.6
N -2.35318 2.07185 -0.21853 1.0 -0.8 -1.2
H 1.98062 -2.10222 -1.49481 -1.0 0.7 0.1
C 1.08232 -1.46401 -1.22598 1.0 0.2 -0.1
H -2.15861 -1.25322 -2.72713 1.5 0.6 0.7
C -1.05031 -3.33954 -0.38226 0.9 -0.4 0.0
H 1.37498 -0.42929 -1.39369 0.2 0.1 -0.2
C 2.00865 3.29316 3.34531 -1.5 -0.8 -0.5
H 4.41685 2.37996 1.12233 -1.3 -0.2 0.4
H -2.67237 -1.21045 0.21893 0.0 0.1 0.1
H -1.42045 -0.23084 1.07469 -0.5 -0.3 -1.1


No. 2
28
Properties=species:S:1:pos:R:3:forces:R:3 method="wB97M-V/def2-TZVPD" smiles=F[n+]1cccc(C(F)(F)c2cccc(C(F)(F)F)c2)c1 e_lumo_ev=-5.19 charge=+1 homo_lumo_gap_ev=8.06 molar_mass_g_mol=292.20 e_homo_ev=-13.259 multiplicity=1
H 0.69373 1.03586 3.63091 0.0 0.0 0.1
F -3.45856 -3.59504 0.04871 -0.1 -0.1 0.0
H 0.25059 -0.82283 -2.06339 0.0 0.1 0.0
C 0.91678 1.55905 -0.17866 0.0 -0.1 -0.2
C 3.28152 2.36825 0.03616 0.3 0.3 -0.1
N -2.47812 -2.87012 -0.51483 0.0 0.1 0.0
C -0.53642 -1.41238 -1.61565 -0.1 -0.1 0.0
F -1.32805 1.33657 -1.67969 0.0 -0.3 0.3
F 3.24004 2.38178 -1.31392 0.1 -0.1 0.5
C 1.93079 1.65390 1.99793 0.0 -0.1 0.1
H -3.23221 -1.18912 0.43454 -0.1 -0.1 0.1
H 2.78434 1.87447 2.62108 0.1 0.1 0.0
H -1.23962 0.50974 2.20972 -0.1 0.0 0.1
F 4.33439 1.61350 0.41933 -0.3 0.3 -0.2
H 0.97661 1.73538 -1.24116 0.0 0.0 -0.1
C -1.39928 0.68820 -0.47823 -0.4 0.3 -0.4
C -0.24323 1.06414 0.39685 0.0 0.1 -0.1
C -0.62179 -2.77050 -1.88691 0.0 0.2 0.0
F 3.52940 3.63448 0.44322 -0.1 -0.6 -0.1
C -1.46378 -0.80445 -0.77430 0.1 0.0 -0.1
F -2.60064 1.03380 0.08105 0.3 0.0 0.1
C -2.45945 -1.57003 -0.21353 0.1 0.1 -0.1
H -1.77772 -4.57166 -1.46084 -0.1 -0.1 0.1
C 0.76334 1.17526 2.56371 -0.1 0.0 0.1
C -0.32423 0.87257 1.76409 -0.1 0.0 0.1
C 2.00252 1.83586 0.62730 0.2 0.2 0.0
C -1.63057 -3.51358 -1.31626 0.2 0.0 0.0
H 0.08960 -3.25311 -2.53722 0.0 -0.1 0.0


No. 3
17
Properties=species:S:1:pos:R:3:forces:R:3 method="wB97M-V/def2-TZVPD" e_lumo_ev=0.40 homo_lumo_gap_ev=8.32 e_above_lowest_ev=5.1306 molar_mass_g_mol=94.16 e_homo_ev=-7.925 multiplicity=1
C 0.69849 0.87502 0.24709 -0.1 0.0 -0.2
C -1.01523 0.24585 -1.38988 0.0 0.2 0.0
H -1.10102 -1.97354 -1.75355 0.0 0.1 0.1
C 0.70513 -0.52915 0.80028 0.0 -0.1 0.0
H 1.38802 1.59529 0.68322 -0.1 -0.1 -0.1
C -0.04712 1.20414 -0.80726 0.1 -0.1 0.2
H 0.02056 2.19042 -1.26032 0.0 -0.1 0.1
C 0.19587 -1.64878 -0.04921 -0.2 0.4 -0.1
H 0.05269 -0.61406 1.69188 0.0 0.0 -0.1
H -2.96105 -0.69573 -0.88156 0.2 0.0 0.0
H 3.18100 1.08291 2.57727 0.0 -0.1 0.0
H 1.69733 -0.78121 1.19493 -0.2 0.0 -0.1
H 3.29041 0.40015 2.30491 0.0 0.1 0.0
C -1.99089 -0.39980 -0.49452 -0.2 0.1 0.1
C -0.81162 -1.24977 -0.99353 0.2 -0.5 0.0
H -1.98404 -0.10721 0.55186 0.0 -0.1 -0.2
H -1.31854 0.40550 -2.42161 0.1 0.0 0.2


No. 4
35
Properties=species:S:1:pos:R:3:forces:R:3 method="wB97M-V/def2-TZVPD" smiles="C/C=C/c1ccc[nH]1.O.O.O.O.O.O" e_lumo_ev=0.34 homo_lumo_gap_ev=7.99 e_above_lowest_ev=4.4236 molar_mass_g_mol=215.25 e_homo_ev=-7.649 multiplicity=1
H 2.27846 -2.23863 0.58637 -0.1 0.4 -0.2
O 1.43195 -2.66459 0.43223 -1.9 0.9 0.0
H 3.86783 -0.57184 0.91639 9.3 0.6 9.6
H 1.50131 2.08592 -3.47282 0.7 1.5 -1.1
O -1.68700 2.47020 3.17763 0.5 2.1 -1.0
H -1.24299 -1.37509 2.29708 -1.0 -0.5 -2.2
H 3.25830 0.28517 0.01505 -0.6 -1.3 -0.1
H 0.27672 -3.51218 -0.68480 0.3 0.1 1.1
C 0.87442 1.48459 -2.91121 0.0 0.4 0.2
O 3.29764 -0.64982 0.34164 -8.5 0.9 -9.5
H 0.37341 2.23592 2.12960 -2.0 1.1 -0.3
H 0.49891 -0.03033 -4.42391 0.0 -0.2 1.1
H -1.74613 2.72534 2.19929 -0.6 -1.1 1.7
H -1.34384 1.84849 0.49207 2.0 -1.9 -0.9
O 1.02181 1.61565 2.36210 -0.8 -3.0 -1.0
H -1.87945 1.56502 3.36079 -0.2 -0.9 -0.4
H 0.74368 -1.92029 0.27343 2.0 -1.4 0.5
N -0.21211 -0.35653 -2.38216 0.4 -2.3 1.4
H 0.56881 2.45616 -0.92666 0.6 1.4 1.0
H -1.70146 3.29024 -0.01543 1.3 2.0 -2.0
C -0.39470 -0.22490 0.06623 -1.4 2.6 1.9
C -1.57384 -0.85938 0.17305 0.3 -1.8 -0.4
O -0.11458 -3.39211 -1.54174 -5.3 2.0 2.6
H -2.03962 -1.19377 -0.78411 0.0 0.5 0.8
C 0.50667 1.65961 -1.58440 -1.2 -5.0 0.8
H -2.07311 -2.63251 1.30786 -0.6 0.3 0.0
H 0.53049 -3.68750 -2.04484 4.7 -2.2 -4.3
H -0.39672 -1.40764 -2.34248 0.4 1.9 -0.1
H 0.05573 0.28200 1.01593 -0.3 -1.5 -1.8
H 1.66359 2.16749 2.67912 3.0 1.9 1.5
C -0.05975 0.35285 -1.21033 1.1 2.7 -1.6
C 0.46317 0.28233 -3.36303 -0.4 -0.5 -2.2
C -2.05050 -1.54404 1.40998 4.8 -0.4 1.7
H -2.77410 -1.10462 1.97351 -3.2 0.9 0.6
O -1.92298 2.55879 0.47857 -3.3 0.0 2.4